Here is C38H45BN2O5PtS2 as an isolated structure in a non-equilibrium geometry from OMol25. Energies are from wB97M-V/def2-TZVPD.

**LUMO energy (alpha / beta)**: -1.206 / -1.207 eV
**HOMO energy (alpha / beta)**: -0.263 / -0.263 Ha
**Energy above the lowest of the compared OMol25 structures with the same formula, charge and spin**: 0.0 kcal per mole

The geometry in ORCA input format:
```
! RIJCOSX wB97M-V def2-TZVPD def2/J DEFGRID3
* xyz 0 1
Pt 0.950 0.072 -0.010
C 3.818 2.239 -0.651
C 4.070 0.840 -0.237
N 3.169 -0.080 0.041
C 3.845 -1.214 0.388
C 5.182 -0.979 0.311
N 5.310 0.324 -0.083
H 2.760 2.468 -0.550
H 4.112 2.394 -1.690
H 4.389 2.930 -0.033
H 3.322 -2.106 0.676
H 6.023 -1.612 0.499
H 6.174 0.822 -0.219
C 1.946 2.031 2.540
C 0.939 3.185 2.598
C -0.387 2.671 3.162
C 0.854 3.845 1.238
C 1.379 5.111 1.076
C 1.457 5.712 -0.171
C 1.017 5.020 -1.288
C 0.457 3.761 -1.188
C 0.046 3.046 -2.459
C -1.409 2.574 -2.450
C 0.967 1.856 -2.748
C 0.325 3.150 0.102
O -0.288 2.029 0.258
H 2.117 1.639 3.539
H 2.896 2.367 2.129
H 1.536 1.219 1.918
H 1.328 3.944 3.290
H -0.788 1.876 2.537
H -1.117 3.474 3.231
H -0.221 2.280 4.164
H 1.754 5.638 1.943
H 1.871 6.705 -0.268
H 1.124 5.475 -2.264
H 0.162 3.767 -3.281
H -1.551 1.836 -1.666
H -1.649 2.121 -3.412
H -2.081 3.416 -2.289
H 0.944 1.142 -1.898
H 1.987 2.194 -2.917
H 0.624 1.322 -3.632
O -0.613 -3.612 0.409
S 0.731 -3.222 -0.004
C 1.570 -4.833 -0.293
C 0.805 -5.982 -0.232
C 1.410 -7.220 -0.362
C 2.782 -7.298 -0.541
C 3.544 -6.142 -0.598
C 2.938 -4.903 -0.481
C 0.605 -2.871 -1.785
C 1.562 -2.126 -2.451
C 1.357 -1.819 -3.788
C 0.207 -2.242 -4.434
C -0.741 -2.991 -3.756
C -0.536 -3.308 -2.426
H -0.258 -5.890 -0.062
H 0.814 -8.119 -0.309
H 3.261 -8.262 -0.633
H 4.615 -6.202 -0.725
H 3.524 -3.998 -0.529
H 2.462 -1.807 -1.945
H 2.099 -1.246 -4.325
H 0.048 -1.985 -5.472
H -1.639 -3.325 -4.254
H -1.263 -3.863 -1.855
O -3.575 1.411 2.233
S -3.033 1.791 0.924
C -4.503 1.659 -0.229
C -4.985 3.061 -0.568
C -4.602 3.947 0.613
C -3.144 3.643 0.877
H -5.244 1.099 0.339
H -4.200 1.088 -1.103
H -6.062 3.081 -0.753
H -4.482 3.429 -1.465
H -5.194 3.674 1.489
H -4.767 5.005 0.399
H -2.780 4.024 1.825
H -2.499 3.976 0.068
O -1.689 -1.002 -1.122
B -0.922 -0.695 0.014
O -1.626 -1.058 1.149
C -2.766 -1.642 0.735
C -3.778 -2.223 1.470
C -4.821 -2.798 0.759
C -4.865 -2.764 -0.629
C -3.859 -2.163 -1.371
C -2.808 -1.611 -0.667
H -3.744 -2.230 2.546
H -5.615 -3.298 1.293
H -5.705 -3.216 -1.136
H -3.891 -2.134 -2.449
*
```

***

Here is C38H45N4P2Pt as an isolated structure from OMol25. Energies are from wB97M-V/def2-TZVPD.

**LUMO energy**: -7.727 eV
**HOMO energy**: -0.525 Ha

The geometry in ORCA input format:
```
! RIJCOSX wB97M-V def2-TZVPD def2/J DEFGRID3
* xyz 3 1
Pt 0.676 0.594 0.142
N 4.872 4.952 0.186
C 3.826 3.853 0.089
C 4.479 2.628 -0.560
C 3.454 1.556 -0.955
N 2.872 0.844 0.225
C 2.347 2.169 -1.798
C 1.626 3.301 -1.079
N 0.828 2.795 0.088
C 2.619 4.402 -0.679
H 5.704 4.643 0.698
H 4.511 5.784 0.664
H 5.181 5.247 -0.745
H 3.561 3.646 1.129
H 5.237 2.204 0.103
H 4.989 2.939 -1.478
H 3.973 0.818 -1.566
H 3.018 1.363 1.087
H 3.312 -0.063 0.376
H 1.623 1.390 -2.047
H 2.756 2.535 -2.742
H 0.916 3.735 -1.782
H -0.106 3.198 0.065
H 1.235 3.067 0.978
H 2.112 5.172 -0.093
H 2.966 4.874 -1.603
C -0.716 -2.457 0.829
N -2.017 -2.216 0.268
C -2.278 -1.001 -0.450
P -1.595 0.532 0.304
C -2.303 0.775 1.924
C -1.919 1.907 2.652
C -2.488 2.166 3.885
C -3.430 1.284 4.406
C -3.792 0.147 3.702
C -3.231 -0.118 2.459
C -2.231 1.816 -0.796
C -3.354 2.570 -0.456
C -3.869 3.486 -1.365
C -3.276 3.645 -2.609
C -2.156 2.896 -2.953
C -1.629 1.990 -2.048
C -3.083 -3.085 0.630
C -3.057 -3.770 1.841
C -4.116 -4.596 2.192
C -5.205 -4.744 1.348
C -5.220 -4.074 0.133
C -4.163 -3.255 -0.233
P 0.683 -1.666 -0.036
C 0.701 -2.183 -1.752
C -0.298 -2.986 -2.300
C -0.242 -3.325 -3.646
C 0.803 -2.876 -4.438
C 1.808 -2.082 -3.894
C 1.750 -1.726 -2.558
C 2.112 -2.370 0.794
C 2.867 -3.389 0.213
C 3.891 -3.978 0.942
C 4.159 -3.558 2.237
C 3.420 -2.530 2.812
C 2.402 -1.929 2.090
H -0.506 -3.531 0.863
H -0.605 -2.082 1.862
H -3.353 -0.853 -0.558
H -1.841 -0.986 -1.459
H -1.187 2.596 2.241
H -2.204 3.047 4.444
H -3.888 1.491 5.364
H -4.515 -0.542 4.117
H -3.535 -1.003 1.919
H -3.829 2.439 0.508
H -4.739 4.070 -1.100
H -3.694 4.348 -3.317
H -1.707 3.014 -3.931
H -0.766 1.389 -2.319
H -2.227 -3.650 2.526
H -4.092 -5.118 3.140
H -6.032 -5.380 1.630
H -6.049 -4.207 -0.549
H -4.168 -2.779 -1.206
H -1.101 -3.365 -1.681
H -1.017 -3.946 -4.074
H 0.844 -3.153 -5.483
H 2.633 -1.754 -4.512
H 2.536 -1.114 -2.126
H 2.652 -3.732 -0.791
H 4.475 -4.772 0.497
H 4.944 -4.039 2.805
H 3.636 -2.206 3.822
H 1.819 -1.128 2.536
*
```

***

Here is C38H45N5ORuS3SbSe4Si as an isolated structure in a non-equilibrium geometry from OMol25. Energies are from wB97M-V/def2-TZVPD.

**LUMO energy (alpha / beta)**: 2.537 / 2.524 eV
**⟨S²⟩**: 8.7796
**HOMO energy (alpha / beta)**: -0.047 / -0.039 Ha
**Energy above the lowest of the compared OMol25 structures with the same formula, charge and spin**: 79.5 kcal per mole

The geometry in ORCA input format:
```
! RIJCOSX wB97M-V def2-TZVPD def2/J DEFGRID3
* xyz -2 6
Ru 1.068 0.499 -1.077
C -0.569 -1.721 -1.813
N -0.065 -0.468 -2.510
C 0.708 -0.625 -3.795
C 2.161 -0.663 -3.388
N 2.599 0.154 -2.395
C 3.976 -0.073 -2.134
C 4.962 0.509 -1.321
C 6.302 0.071 -1.475
C 6.643 -0.941 -2.434
C 5.649 -1.606 -3.176
C 4.374 -1.100 -3.101
N 3.175 -1.360 -3.889
C 0.362 -2.241 -0.737
N 1.416 -1.465 -0.418
C 2.250 -2.188 0.462
C 3.570 -1.914 0.747
C 4.360 -3.034 0.977
C 3.779 -4.294 1.221
C 2.445 -4.532 1.149
C 1.653 -3.481 0.627
N 0.437 -3.483 -0.167
H -0.915 -2.539 -2.476
H -1.434 -1.422 -1.236
H -0.914 0.032 -2.743
H 0.506 0.267 -4.407
H 0.492 -1.498 -4.349
H 4.762 1.235 -0.505
H 7.034 0.610 -0.883
H 7.675 -1.251 -2.602
H 5.902 -2.294 -3.980
H 3.212 -1.991 -4.732
H 3.899 -0.884 0.709
H 5.433 -2.832 0.962
H 4.460 -5.132 1.433
H 2.049 -5.530 1.520
H -0.190 -4.269 -0.260
Se 10.105 3.147 0.536
Sb 10.417 4.320 2.720
Se -1.001 -1.585 3.068
Se 1.017 -1.283 4.143
Se 8.009 2.477 1.391
O -3.987 -2.349 1.093
C -5.149 -2.309 1.786
C -5.073 -3.141 3.039
C -5.998 -3.349 4.021
C -5.579 -4.292 4.958
C -4.263 -4.657 4.768
S -3.532 -3.964 3.374
C -5.483 -0.793 2.042
C -4.659 0.296 2.302
C -5.344 1.374 2.876
C -6.696 1.172 2.838
S -7.198 -0.353 2.166
C -6.409 -2.743 0.892
C -6.617 -2.417 -0.419
C -7.598 -3.183 -1.159
C -8.173 -4.133 -0.398
S -7.640 -3.950 1.257
H -7.006 -2.940 3.973
H -6.140 -4.609 5.835
H -3.718 -5.257 5.438
H -3.530 0.208 2.296
H -4.813 2.275 3.357
H -7.419 1.892 3.159
H -5.977 -1.635 -0.772
H -7.761 -3.125 -2.199
H -8.898 -4.807 -0.646
C -1.403 2.342 -0.028
Si 0.437 2.519 -0.650
C 0.459 3.780 -2.074
C 0.485 3.074 -3.521
C 1.797 4.639 -1.973
C -0.730 4.793 -2.085
C 1.353 3.245 0.888
C 0.976 4.661 1.273
C 1.090 2.418 2.194
C 2.893 3.175 0.565
H -1.704 3.345 0.360
H -1.431 1.549 0.756
H -2.123 2.072 -0.795
H 1.319 2.311 -3.531
H 0.679 3.741 -4.362
H -0.395 2.472 -3.740
H 1.890 5.246 -2.891
H 2.727 3.989 -2.002
H 1.834 5.314 -1.112
H -0.578 5.472 -1.212
H -1.691 4.273 -2.037
H -0.620 5.473 -2.960
H -0.060 4.792 1.649
H 1.108 5.440 0.556
H 1.679 4.940 2.066
H 0.131 2.704 2.655
H 1.861 2.728 2.944
H 1.018 1.319 2.078
H 3.318 2.247 1.034
H 3.497 4.029 0.961
H 3.075 3.061 -0.544
*
```

***

Here is C38H46AuN2P2Si2 as an isolated structure in a non-equilibrium geometry from OMol25. Energies are from wB97M-V/def2-TZVPD.

**LUMO energy**: 2.364 eV
**HOMO energy**: -0.102 Ha
**Energy above the lowest of the compared OMol25 structures with the same formula, charge and spin**: 0.0 kcal per mole

The geometry in ORCA input format:
```
! RIJCOSX wB97M-V def2-TZVPD def2/J DEFGRID3
* xyz -1 1
Au -0.554 0.394 0.051
C -2.273 0.429 -4.166
Si -2.295 1.554 -2.649
C -0.718 2.566 -2.843
C -3.698 2.801 -2.850
N -2.328 0.735 -1.161
C -3.379 -0.081 -0.751
C -4.509 -0.299 -1.548
C -5.580 -1.101 -1.161
C -5.526 -1.741 0.062
C -4.406 -1.571 0.871
C -3.320 -0.751 0.525
N -2.206 -0.603 1.308
Si -1.835 -0.954 2.908
C -3.090 -1.894 3.970
C -1.483 0.635 3.869
C -0.269 -2.000 3.016
H -2.110 1.001 -5.084
H -3.189 -0.153 -4.286
H -1.445 -0.279 -4.059
H -0.760 3.126 -3.782
H 0.150 1.905 -2.887
H -0.569 3.285 -2.036
H -3.599 3.359 -3.786
H -3.663 3.514 -2.022
H -4.684 2.334 -2.834
H -4.559 0.186 -2.516
H -6.434 -1.219 -1.819
H -6.340 -2.377 0.393
H -4.361 -2.094 1.816
H -4.019 -1.329 4.086
H -2.667 -2.058 4.966
H -3.342 -2.870 3.548
H -2.285 1.360 3.710
H -0.556 1.100 3.519
H -1.385 0.454 4.944
H -0.489 -3.063 2.886
H 0.235 -1.871 3.981
H 0.417 -1.720 2.215
C 2.609 0.360 -1.205
C 2.228 1.725 -0.603
P 1.393 1.390 1.013
C 2.892 1.039 2.011
C 3.971 1.924 2.013
C 5.096 1.659 2.776
C 5.159 0.506 3.550
C 4.094 -0.378 3.556
C 2.964 -0.112 2.791
C 0.847 3.012 1.670
C 1.288 3.513 2.892
C 0.729 4.666 3.429
C -0.277 5.334 2.749
C -0.728 4.839 1.532
C -0.182 3.680 1.006
P 1.138 -0.592 -1.841
C 1.075 -2.124 -0.806
C -0.175 -2.704 -0.593
C -0.289 -3.906 0.092
C 0.844 -4.537 0.582
C 2.095 -3.965 0.379
C 2.208 -2.773 -0.320
C 1.886 -1.474 -3.314
C 3.178 -1.353 -3.819
C 3.588 -2.085 -4.929
C 2.713 -2.952 -5.560
C 1.412 -3.067 -5.084
C 1.007 -2.330 -3.986
H 3.139 -0.237 -0.458
H 3.304 0.527 -2.025
H 1.512 2.250 -1.234
H 3.124 2.343 -0.505
H 3.924 2.835 1.431
H 5.927 2.355 2.770
H 6.038 0.305 4.151
H 4.136 -1.277 4.159
H 2.134 -0.803 2.797
H 2.068 3.002 3.443
H 1.073 5.031 4.388
H -0.722 6.226 3.173
H -1.531 5.335 1.002
H -0.587 3.266 0.091
H -1.073 -2.206 -0.944
H -1.271 -4.332 0.254
H 0.757 -5.469 1.126
H 2.984 -4.454 0.760
H 3.194 -2.356 -0.495
H 3.896 -0.692 -3.353
H 4.603 -1.976 -5.295
H 3.037 -3.529 -6.417
H 0.710 -3.732 -5.572
H -0.017 -2.415 -3.634
*
```